DFT (wB97M-V/def2-TZVPD) results for an isolated ion of composition C7H13NO5P and charge -1 at a distorted geometry.

Geometry (Å):
1 C 1.632 -2.057 1.464
2 O 0.781 -2.273 0.400
3 C 0.372 -1.109 -0.350
4 N -0.911 -0.550 -0.093
5 O -1.119 0.028 1.126
6 C -1.336 1.442 0.994
7 C -2.236 1.855 -0.162
8 C -2.907 0.563 -0.615
9 C -1.934 -0.507 -1.024
10 O -2.003 -1.096 -2.113
11 P 1.524 0.511 -0.095
12 C 3.102 -0.046 -0.938
13 O 0.858 1.539 -0.944
14 O 1.607 0.746 1.340
15 H 2.094 -2.988 1.644
16 H 1.087 -1.652 2.348
17 H 2.427 -1.305 1.189
18 H 0.431 -1.472 -1.389
19 H -0.288 2.011 0.733
20 H -1.738 1.591 2.052
21 H -1.596 2.181 -0.944
22 H -2.948 2.587 0.098
23 H -3.502 0.649 -1.504
24 H -3.644 -0.076 0.102
25 H 3.267 -1.153 -0.696
26 H 3.018 0.152 -2.011
27 H 3.959 0.429 -0.612

total charge = -1
LUMO energy = 3.654 eV
ΔE to the lowest compared entry with this formula, charge and spin = 431.9 kJ/mol
orbital gap = 8.298 eV
spin multiplicity = 1
HOMO = -4.643 eV
SMILES = CO[C@@H](N1OCCCC1=O)[P@@](C)(=O)[O-]



DFT (wB97M-V/def2-TZVPD) results for an isolated ion of composition C7H13O and charge -1 at a distorted geometry.

Geometry (Å):
1 C 0.212 1.139 -1.478
2 C 0.601 0.098 -0.752
3 C 2.034 -0.068 -0.302
4 C 2.145 0.585 1.103
5 C -0.375 -1.099 -0.298
6 C -1.433 -0.775 0.696
7 C -2.736 0.105 0.108
8 O -3.282 0.758 1.061
9 H 0.898 1.910 -1.636
10 H -0.714 1.253 -1.996
11 H 2.549 -1.145 -0.286
12 H 2.701 0.507 -0.925
13 H 1.063 0.666 1.476
14 H 2.656 -0.073 1.734
15 H 2.690 1.446 1.057
16 H -0.862 -1.389 -1.229
17 H 0.210 -1.917 -0.029
18 H -1.788 -1.667 1.017
19 H -1.010 -0.286 1.651
20 H -2.242 0.744 -0.709
21 H -3.316 -0.791 -0.264

total charge = -1
LUMO energy = 3.578 eV
ΔE to the lowest compared entry with this formula, charge and spin = 177.8 kJ/mol
orbital gap = 5.615 eV
spin multiplicity = 1
HOMO = -2.037 eV
SMILES = C=C(CC)CCC[O-]